Density functional theory data (the ωB97M-V functional and the def2-TZVPD basis) for C2H5OP in the gas phase.

Results
* energy relative to the best compared isomer or geometry (same formula, charge and spin): 24.85 kcal/mol
* structure (SMILES): OP1CC1
* molecular weight: 76.0 g mol⁻¹
* gap between HOMO and LUMO: 10.55 eV

```
9
C2H5OP the ωB97M-V functional and the def2-TZVPD basis
O -2.02409 -0.32410 0.58565
P -0.80976 -0.36939 -0.93224
C 0.79604 -0.66919 -0.08082
C 0.47265 0.80528 -0.38008
H -1.74364 0.16262 1.35786
H 1.41944 -1.19344 -0.78463
H 0.74647 -1.03353 1.01481
H 0.06824 1.36805 0.45439
H 1.07466 1.25371 -1.23493
```

---

Density functional theory data (the ωB97M-V functional and the def2-TZVPD basis) for C2H5OP in the gas phase.

Results
* energy relative to the best compared isomer or geometry (same formula, charge and spin): 66.19 kcal/mol
* molecular weight: 76.0 g mol⁻¹
* gap between HOMO and LUMO (alpha / beta): 8.76 / 8.86 eV

```
9
C2H5OP the ωB97M-V functional and the def2-TZVPD basis
C 0.25564 1.31594 -0.11236
C 0.38754 -1.17217 -0.16010
O -2.15172 0.12397 -0.28125
P -0.81231 0.00113 0.31301
H 1.33650 1.35753 0.24833
H 0.20850 1.51504 -1.19120
H 0.41702 -1.81856 -1.10392
H 1.06069 -1.25766 0.62860
H -0.70187 -0.06521 1.65890
```

---

Density functional theory data (the ωB97M-V functional and the def2-TZVPD basis) for C2H5OPS in the gas phase.

Results
* energy relative to the best compared isomer or geometry (same formula, charge and spin): 66.95 kcal/mol
* structure (SMILES): O/C=P/CS
* molecular weight: 108.1 g mol⁻¹
* gap between HOMO and LUMO: 8.83 eV

```
10
C2H5OPS the ωB97M-V functional and the def2-TZVPD basis
O 2.60265 -1.66258 0.14002
C 1.77180 -0.58423 0.07590
P 0.04316 -0.90516 0.11107
C -1.12183 0.84117 0.20206
S -3.05387 0.90429 0.11188
H 2.05270 -2.30871 0.55321
H 2.12471 0.35220 -0.22549
H -0.73115 1.20138 1.05290
H -0.61751 1.34469 -0.75811
H -3.07066 0.81695 -1.26344
```

---

Density functional theory data (the ωB97M-V functional and the def2-TZVPD basis) for a molecular structure, C2H5OPt.

Results
* ⟨S²⟩: 2.008
* multiplicity: 3
* molecular weight: 240.1 g mol⁻¹
* total charge: -1
* gap between HOMO and LUMO (alpha / beta): 5.42 / 6.67 eV

```
9
C2H5OPt the ωB97M-V functional and the def2-TZVPD basis
C -0.01362 -0.52560 -0.04609
C -1.18214 0.38839 0.06403
H 0.15525 -1.16254 0.83808
H 0.05954 -1.05831 -1.00830
H -1.74635 0.25894 1.00054
H -1.86408 0.33021 -0.79827
Pt 2.87157 0.07608 -0.02278
O 1.16456 0.41360 -0.04882
H 0.55526 1.27923 0.02161
```

---

Density functional theory data (the ωB97M-V functional and the def2-TZVPD basis) for a molecular structure, C2H5OS.

Results
* energy relative to the best compared isomer or geometry (same formula, charge and spin): 15.40 kcal/mol
* molecular weight: 77.1 g mol⁻¹
* total charge: -1
* gap between HOMO and LUMO: 7.61 eV

```
9
C2H5OS the ωB97M-V functional and the def2-TZVPD basis
S 2.27699 0.19494 1.22655
H 3.10851 1.03139 0.50266
C -0.94717 -0.97207 -0.65429
C -1.07321 0.29462 -0.19499
O -0.23460 1.03508 0.63451
H -1.72745 -1.35255 -1.22523
H -0.06471 -1.58372 -0.59682
H -1.99697 0.88932 -0.43372
H 0.65862 0.46299 0.74134
```

---

Density functional theory data (the ωB97M-V functional and the def2-TZVPD basis) for a molecular structure, C2H5P.

Results
* energy relative to the best compared isomer or geometry (same formula, charge and spin): 35.08 kcal/mol
* molecular weight: 60.0 g mol⁻¹
* gap between HOMO and LUMO: 10.96 eV

```
8
C2H5P the ωB97M-V functional and the def2-TZVPD basis
C 0.18966 0.67873 -0.09658
C 0.18555 -0.81123 -0.13127
P -1.50016 -0.01262 -0.02307
H 0.59501 1.18892 0.64651
H 0.54544 1.28370 -1.35786
H 0.59337 -1.16983 -1.13230
H 0.81271 -1.24103 0.71823
H -1.42158 0.08335 1.37634
```

---

Density functional theory data (the ωB97M-V functional and the def2-TZVPD basis) for C2H5PS in the gas phase.

Results
* energy relative to the best compared isomer or geometry (same formula, charge and spin): 24.65 kcal/mol
* structure (SMILES): [H]/P=C/SC
* molecular weight: 92.1 g mol⁻¹
* gap between HOMO and LUMO: 8.58 eV

```
9
C2H5PS the ωB97M-V functional and the def2-TZVPD basis
H -2.93861 1.74137 -0.04527
P -2.78813 0.26809 0.11863
C -1.17070 0.32727 0.02410
S -0.08850 -1.25959 0.17037
C 1.60751 -0.64149 0.13480
H -0.73158 1.10161 -0.60576
H 2.41747 -1.47883 -0.10991
H 2.00797 -0.13132 1.00922
H 1.68457 0.07289 -0.69618
```

---

Density functional theory data (the ωB97M-V functional and the def2-TZVPD basis) for 2 unconnected molecules or ions with the total composition C2H5PS.

Results
* energy relative to the best compared isomer or geometry (same formula, charge and spin): 85.16 kcal/mol
* ⟨S²⟩: 2.006
* multiplicity: 3
* molecular weight: 92.1 g mol⁻¹
* gap between HOMO and LUMO (alpha / beta): 7.10 / 7.40 eV

```
9
C2H5PS the ωB97M-V functional and the def2-TZVPD basis
C 2.19146 -0.18678 0.30773
C -1.48951 0.98973 -1.08831
P -1.90226 -0.16101 -0.01471
S 3.50470 0.19734 -0.57712
H 1.09252 0.27292 0.13044
H 2.21065 -0.98565 1.04410
H -1.06658 1.79503 -0.48019
H -2.05729 -0.71628 1.30488
H -2.48369 -1.20530 -0.62681
```

---

Density functional theory data (the ωB97M-V functional and the def2-TZVPD basis) for a molecular structure, C2H5PSi.

Results
* energy relative to the best compared isomer or geometry (same formula, charge and spin): 27.97 kcal/mol
* molecular weight: 88.1 g mol⁻¹
* gap between HOMO and LUMO: 7.80 eV

```
9
C2H5PSi the ωB97M-V functional and the def2-TZVPD basis
C -0.52674 0.59558 -0.86294
C 0.02232 0.33422 0.58151
Si 1.36953 -0.69822 -0.17985
P -1.47882 -0.63868 0.01666
H -1.01199 1.56450 -1.04728
H -0.09310 0.91688 1.47630
H 1.37628 -2.20266 -0.38507
H 2.78447 -0.15298 -0.26861
H -2.44194 0.28136 0.66928
```

---

Density functional theory data (the ωB97M-V functional and the def2-TZVPD basis) for 2 unconnected molecules or ions with the total composition C2H5S.

Results
* energy relative to the best compared isomer or geometry (same formula, charge and spin): 22.18 kcal/mol
* molecular weight: 61.1 g mol⁻¹
* total charge: -1
* gap between HOMO and LUMO: 6.15 eV

```
8
C2H5S the ωB97M-V functional and the def2-TZVPD basis
S -3.77416 0.52018 -0.28735
H -2.47917 0.09722 -0.30508
C 0.50841 0.11145 0.36459
C 1.66460 -0.38362 -0.07384
H -0.44288 -0.37491 0.27287
H 0.44356 1.01461 0.93188
H 1.55558 -1.25169 -0.82874
H 2.52406 0.26675 -0.07432
```

---

Density functional theory data (the ωB97M-V functional and the def2-TZVPD basis) for C2H6 in the gas phase.

Results
* energy relative to the best compared isomer or geometry (same formula, charge and spin): 82.17 kcal/mol
* structure (SMILES): CC
* molecular weight: 30.1 g mol⁻¹
* gap between HOMO and LUMO: 12.40 eV

```
8
C2H6 the ωB97M-V functional and the def2-TZVPD basis
C 0.57153 0.34022 -0.28218
C -0.65034 -0.30741 0.43520
H 0.48730 0.03029 -1.53826
H 1.38010 0.00159 0.29427
H 0.71186 1.44985 -0.26861
H -1.17444 0.43558 0.63117
H -1.04205 -1.25988 -0.40324
H -0.28397 -0.69023 1.13165
```

---

Density functional theory data (the ωB97M-V functional and the def2-TZVPD basis) for 2 unconnected molecules or ions with the total composition C2H6BNO.

Results
* energy relative to the best compared isomer or geometry (same formula, charge and spin): 36.50 kcal/mol
* structure (SMILES): [H]/B=N/[H].CC=O
* molecular weight: 70.9 g mol⁻¹
* gap between HOMO and LUMO: 10.68 eV

```
11
C2H6BNO the ωB97M-V functional and the def2-TZVPD basis
H -2.18353 1.04744 -1.82397
B -1.14740 1.43614 -1.56453
N 0.01736 1.79376 -1.33169
H 0.90432 2.14503 -1.07201
C 0.63716 -1.12573 0.28721
C -0.02877 -0.62740 1.52882
O -1.13775 -0.17416 1.57467
H 1.71313 -0.98222 0.32674
H 0.43204 -2.19192 0.19503
H 0.21272 -0.61308 -0.57475
H 0.58073 -0.70785 2.45448
```

---

Q: Look up the molecular weight of the eleventh one.
A: 30.1 g mol⁻¹

---

Q: Which of these has the highest molecular weight?
A: C2H5OPt

---

Copy entry 7 word for word.
Density functional theory data (the ωB97M-V functional and the def2-TZVPD basis) for C2H5PS in the gas phase.

Results
* energy relative to the best compared isomer or geometry (same formula, charge and spin): 24.65 kcal/mol
* structure (SMILES): [H]/P=C/SC
* molecular weight: 92.1 g mol⁻¹
* gap between HOMO and LUMO: 8.58 eV

```
9
C2H5PS the ωB97M-V functional and the def2-TZVPD basis
H -2.93861 1.74137 -0.04527
P -2.78813 0.26809 0.11863
C -1.17070 0.32727 0.02410
S -0.08850 -1.25959 0.17037
C 1.60751 -0.64149 0.13480
H -0.73158 1.10161 -0.60576
H 2.41747 -1.47883 -0.10991
H 2.00797 -0.13132 1.00922
H 1.68457 0.07289 -0.69618
```